178
Properties=species:S:1:pos:R:3 method="wB97M-V/def2-TZVPD" total_charge=+1 lumo_ev=-6.04 largest_force_ev_per_a=9.98 orbital_gap_ev=4.87
C -3.251 -1.675 4.141
C -1.978 -2.285 4.124
C -0.447 -2.873 4.057
C 0.410 -2.219 2.802
C 0.687 -3.100 1.468
C 0.085 -4.651 1.302
C -0.296 -4.917 -0.290
C -1.553 -3.972 -0.806
C -3.023 -4.463 -0.247
C -4.191 -3.376 -0.688
C -5.263 -3.048 0.533
C -6.017 -1.611 0.128
O -5.950 -0.666 1.257
C -5.875 0.735 0.804
N 1.470 -2.503 0.371
N 1.917 -1.233 0.498
C 2.668 -0.775 -0.777
C 4.290 -1.181 -0.708
O 4.747 -2.102 0.155
O 5.182 -0.429 -1.614
C 4.672 -0.550 -3.010
C 3.682 0.565 -3.733
O 5.041 -1.604 -3.765
C 1.835 -0.204 1.590
S 2.587 1.523 1.580
O 2.802 2.153 2.973
O 4.006 1.589 0.891
F 1.552 2.479 0.547
C 0.968 -0.689 2.924
P 0.563 0.301 4.480
S -0.670 1.803 4.123
H -4.217 -1.022 3.885
H 0.145 -2.668 5.069
H -0.507 -4.055 3.970
H -0.926 -4.724 1.903
H 0.834 -5.464 1.705
H 0.646 -4.735 -0.986
H -0.638 -6.044 -0.396
H -1.606 -4.038 -1.987
H -1.366 -2.829 -0.550
H -3.030 -4.513 0.929
H -3.293 -5.532 -0.691
H -3.615 -2.359 -0.907
H -4.804 -3.730 -1.631
H -4.673 -2.951 1.561
H -6.058 -3.926 0.658
H -5.536 -1.226 -0.868
H -7.148 -1.905 -0.091
H -5.211 1.331 1.580
H -5.363 0.862 -0.260
H -6.917 1.277 0.743
H 2.485 0.348 -1.038
H 2.263 -1.388 -1.720
H 4.065 1.670 -3.634
H 2.591 0.534 -3.250
H 3.525 0.281 -4.881
H 0.010 -0.544 5.543
H 1.808 0.840 5.039
C -3.100 5.349 3.924
O -2.250 4.219 3.853
H -3.643 5.326 4.872
H -2.501 6.261 3.872
H -3.814 5.322 3.098
H -1.782 4.267 3.002
C 0.447 -7.911 -2.363
O -0.888 -8.232 -2.019
H 0.623 -6.853 -2.158
H 1.134 -8.515 -1.764
H 0.607 -8.106 -3.426
H -1.014 -9.177 -2.211
C -6.100 5.799 1.071
O -5.250 4.669 1.000
H -6.643 5.776 2.019
H -5.501 6.711 1.019
H -6.814 5.771 0.244
H -4.782 4.716 0.149
C -4.277 2.357 -2.864
O -5.545 1.869 -2.466
H -3.499 1.775 -2.365
H -4.169 2.253 -3.946
H -4.184 3.408 -2.577
H -6.215 2.405 -2.924
C -2.900 -0.968 7.558
O -1.516 -1.128 7.309
H -3.390 -0.630 6.642
H -3.329 -1.926 7.865
H -3.047 -0.223 8.344
H -1.109 -1.428 8.140
C -5.896 1.885 7.053
O -4.486 1.780 6.966
H -6.318 0.887 7.188
H -6.163 2.510 7.908
H -6.287 2.322 6.132
H -4.140 2.681 6.847
C 3.466 4.382 -5.730
O 4.320 3.386 -5.199
H 2.696 3.902 -6.339
H 2.991 4.931 -4.913
H 4.046 5.066 -6.354
H 4.992 3.841 -4.664
C -2.255 1.957 0.165
O -3.584 2.439 0.246
H -2.087 1.545 -0.832
H -1.557 2.780 0.340
H -2.105 1.173 0.912
H -3.703 2.798 1.142
C -6.505 6.214 -3.155
O -5.764 5.364 -2.299
H -5.872 7.052 -3.458
H -6.818 5.658 -4.041
H -7.380 6.595 -2.623
H -6.351 4.631 -2.047
C 7.698 2.220 -0.201
O 6.729 2.221 -1.234
H 8.259 3.157 -0.239
H 7.200 2.134 0.767
H 8.385 1.382 -0.346
H 6.249 1.378 -1.175
C -7.866 0.347 -5.021
O -7.012 -0.650 -4.489
H -8.636 -0.133 -5.629
H -8.341 0.895 -4.203
H -7.285 1.031 -5.644
H -6.340 -0.194 -3.954
C -5.580 7.645 4.048
O -5.411 8.467 2.908
H -5.648 6.603 3.727
H -4.722 7.764 4.714
H -6.500 7.925 4.567
H -5.354 9.385 3.223
C 6.258 -4.837 -2.719
O 6.214 -4.774 -1.306
H 6.835 -5.716 -3.018
H 5.242 -4.920 -3.113
H 6.739 -3.938 -3.110
H 5.697 -3.986 -1.070
C -0.951 2.834 -3.705
O -1.623 2.365 -4.859
H -1.298 2.267 -2.837
H 0.125 2.691 -3.825
H -1.175 3.893 -3.558
H -1.295 2.886 -5.612
C -4.057 -0.251 -6.466
O -5.027 -0.250 -7.498
H -3.497 0.686 -6.503
H -4.556 -0.337 -5.497
H -3.371 -1.089 -6.610
H -5.507 -1.093 -7.440
C 3.849 -5.992 1.634
O 3.177 -6.462 0.480
H 3.502 -6.559 2.502
H 4.925 -6.136 1.514
H 3.625 -4.933 1.781
H 3.505 -5.940 -0.273
C 11.207 3.136 -1.196
O 11.948 2.286 -0.341
H 11.840 3.973 -1.500
H 10.894 2.579 -2.083
H 10.332 3.517 -0.664
H 11.362 1.552 -0.088
C 8.949 -6.519 -4.724
O 8.277 -6.989 -5.879
H 8.602 -7.086 -3.856
H 10.025 -6.663 -4.844
H 8.725 -5.460 -4.577
H 8.605 -6.468 -6.631
C -0.180 -2.647 11.367
O -0.011 -1.825 10.227
H -0.248 -3.689 11.046
H 0.678 -2.528 12.033
H -1.100 -2.367 11.886
H 0.046 -0.907 10.542
C 13.943 1.917 -3.526
O 12.973 1.918 -4.558
H 14.503 2.854 -3.563
H 13.444 1.831 -2.557
H 14.629 1.078 -3.670
H 12.493 1.075 -4.500



181
Properties=species:S:1:pos:R:3 method="wB97M-V/def2-TZVPD" total_charge=0 de_lowest_kj_mol=173.7 smiles="CN(C)P(=O)(N(C)C)N(C)C.CN(C)P(=O)(N(C)C)N(C)C.CN(C)P(=O)(N(C)C)N(C)C.CN(C)P(=O)(N(C)C)N(C)C.CN(C)P(=O)(N(C)C)N(C)C.COC(=O)OC.COC(=O)OC.COC(=O)OC" lumo_ev=0.45 largest_force_ev_per_a=3.45 orbital_gap_ev=8.76
O 3.224 0.305 -5.021
P 2.388 0.767 -3.838
N 2.589 2.461 -3.588
C 2.090 3.269 -2.479
C 2.610 3.096 -4.903
N 2.676 0.140 -2.354
C 3.806 0.702 -1.573
C 2.440 -1.264 -2.082
N 0.749 0.390 -4.147
C -0.415 0.649 -3.272
C 0.475 -0.612 -5.199
H 1.027 3.485 -2.595
H 2.667 4.182 -2.305
H 1.974 2.705 -1.547
H 3.047 2.397 -5.623
H 3.150 4.153 -4.925
H 1.605 3.265 -5.220
H 4.470 -0.144 -1.246
H 4.360 1.437 -2.175
H 3.420 1.254 -0.713
H 3.260 -1.883 -2.519
H 2.444 -1.398 -1.009
H 1.477 -1.589 -2.453
H -1.109 1.201 -3.884
H -0.912 -0.266 -2.934
H -0.123 1.197 -2.404
H 1.418 -0.840 -5.629
H -0.300 -0.253 -5.935
H 0.046 -1.532 -4.772
O -0.521 -0.759 4.274
P -1.444 0.022 5.160
N -1.769 -0.900 6.500
C -2.156 -0.373 7.825
C -2.198 -2.295 6.295
N -2.732 0.356 4.204
C -3.999 0.749 4.853
C -3.033 -0.524 3.114
N -0.974 1.490 5.829
C -1.159 2.781 5.143
C 0.283 1.508 6.671
H -1.624 -0.848 8.627
H -3.262 -0.484 7.960
H -1.804 0.734 7.917
H -1.784 -2.577 5.343
H -3.311 -2.430 6.344
H -1.826 -3.005 7.057
H -4.723 -0.015 5.093
H -3.836 1.044 5.861
H -4.505 1.528 4.247
H -3.669 -1.352 3.510
H -3.578 0.004 2.341
H -2.177 -0.997 2.603
H -1.924 3.384 5.624
H -0.205 3.299 5.210
H -1.446 2.612 4.104
H 0.439 0.557 7.177
H 0.205 2.336 7.405
H 1.153 1.636 6.044
O 0.332 -4.401 -1.266
P 0.894 -5.797 -1.409
N -0.047 -7.215 -0.912
C -1.169 -7.485 -1.762
C -0.458 -6.955 0.524
N 2.221 -5.884 -0.389
C 3.020 -4.648 -0.216
C 2.749 -7.081 0.203
N 1.469 -6.089 -2.982
C 2.223 -7.278 -3.298
C 0.977 -5.288 -4.078
H -1.971 -6.781 -1.775
H -1.555 -8.476 -1.518
H -0.837 -7.469 -2.787
H -0.940 -7.854 0.953
H -1.211 -6.179 0.461
H 0.341 -6.694 1.226
H 3.248 -4.477 0.882
H 3.934 -4.725 -0.749
H 2.402 -3.884 -0.632
H 3.709 -7.282 -0.248
H 2.949 -6.984 1.265
H 2.062 -7.892 0.036
H 3.047 -7.052 -3.931
H 2.649 -7.731 -2.394
H 1.554 -8.004 -3.730
H 0.441 -4.436 -3.686
H 0.409 -5.995 -4.708
H 1.768 -4.893 -4.718
O 2.032 4.339 4.958
P 2.851 4.478 3.719
N 1.943 5.236 2.545
C 0.623 5.911 2.802
C 2.488 5.468 1.188
N 3.197 3.048 2.955
C 2.169 2.212 2.306
C 4.176 2.251 3.694
N 4.339 5.189 3.867
C 5.424 5.035 2.933
C 4.718 5.962 5.120
H -0.075 5.603 2.054
H 0.722 6.999 2.817
H 0.266 5.593 3.799
H 2.405 6.528 0.962
H 1.868 4.907 0.403
H 3.549 5.188 1.005
H 2.663 1.584 1.599
H 1.770 1.477 3.000
H 1.270 2.776 1.984
H 3.825 1.238 4.035
H 5.136 2.167 3.128
H 4.499 2.835 4.529
H 5.649 5.921 2.396
H 6.285 4.530 3.385
H 5.039 4.274 2.244
H 4.916 7.028 4.944
H 5.651 5.519 5.450
H 4.022 5.854 5.976
O -5.933 -1.916 -4.254
P -4.860 -1.683 -3.286
N -3.759 -0.427 -3.721
C -3.858 0.857 -2.998
C -3.649 -0.239 -5.200
N -3.826 -2.985 -3.119
C -4.505 -4.302 -3.268
C -2.438 -3.025 -3.539
N -5.511 -1.477 -1.719
C -4.659 -1.537 -0.555
C -6.879 -1.097 -1.616
H -3.116 1.561 -3.370
H -3.722 0.609 -1.910
H -4.832 1.403 -3.192
H -4.498 0.342 -5.671
H -3.459 -1.169 -5.687
H -2.774 0.448 -5.384
H -4.502 -4.629 -4.289
H -3.893 -4.966 -2.587
H -5.530 -4.221 -2.865
H -2.090 -4.039 -3.818
H -2.220 -2.449 -4.456
H -1.746 -2.641 -2.776
H -5.144 -2.267 0.149
H -3.664 -1.927 -0.820
H -4.571 -0.608 0.032
H -7.292 -1.160 -2.622
H -7.064 -0.123 -1.220
H -7.474 -1.758 -0.996
C 2.428 -2.134 3.865
O 3.741 -1.614 3.724
C 4.072 -1.233 2.483
O 3.449 -1.376 1.469
O 5.261 -0.629 2.634
C 5.861 -0.178 1.441
H 2.402 -2.750 4.736
H 2.077 -2.613 2.978
H 1.722 -1.294 3.961
H 6.518 0.601 1.858
H 5.190 0.225 0.640
H 6.588 -0.971 1.080
C -0.991 0.517 0.337
O -1.841 1.567 -0.103
C -2.145 2.435 0.807
O -2.050 2.303 1.995
O -2.708 3.473 0.173
C -3.323 4.547 0.953
H -1.520 -0.229 0.959
H -0.065 0.896 0.767
H -0.647 0.060 -0.547
H -2.545 5.068 1.484
H -3.975 4.203 1.723
H -3.929 5.138 0.267
C -0.973 3.616 -7.895
O -1.272 4.650 -6.945
C -1.748 4.185 -5.801
O -1.990 3.036 -5.565
O -1.902 5.235 -4.966
C -2.420 4.933 -3.664
H -0.558 2.763 -7.341
H -0.251 4.008 -8.609
H -1.876 3.336 -8.409
H -3.346 4.329 -3.713
H -2.636 5.907 -3.199
H -1.729 4.438 -2.972